Formula: C46H117N7O18
Source: OMol25
Level of theory: ωB97M-V with the def2-TZVPD basis set

Calculated values
* E_tot: -3560.024712 Eh
* SMILES: COCCNCCOC.COCCNCCOC.COCCNCCOC.COCCNCCOC.COCCNCCOC.COCCNCCOC.COCCNCCOC.OCCO.OCCO

Cartesian coordinates (Å):
1 C -0.25520 5.57302 2.93619
2 C -1.63653 5.08192 3.29272
3 O -2.11250 4.16234 2.29704
4 O 0.75726 4.66468 3.40576
5 H -0.06263 6.60081 3.25040
6 H -0.20291 5.59746 1.84248
7 H -2.37085 5.88263 3.36792
8 H -1.63072 4.54333 4.24838
9 H -1.47345 3.43762 2.33722
10 H 1.34156 5.17474 3.97137
11 C 1.22005 4.28138 -0.43178
12 C -0.28723 4.05441 -0.50741
13 O -0.87490 5.33748 -0.56246
14 O 1.89898 3.30810 0.34074
15 H 1.43786 5.24123 0.04465
16 H 1.57726 4.32508 -1.46016
17 H -0.62192 3.49775 0.38102
18 H -0.57580 3.33808 -1.28851
19 H -1.83177 5.23944 -0.58906
20 H 1.62683 3.39812 1.26066
21 C -7.14734 5.26614 8.55898
22 O -6.05706 5.08724 7.66502
23 C -5.33086 3.92730 7.90973
24 C -4.26080 3.77331 6.86483
25 N -3.13379 2.92612 7.33816
26 C -3.56824 1.56462 7.72794
27 C -2.34700 0.71642 7.92834
28 O -1.78153 0.46819 6.65737
29 C -0.54369 -0.16694 6.73625
30 H -7.72640 4.34021 8.63589
31 H -7.74407 6.08256 8.16769
32 H -6.74851 5.51379 9.54922
33 H -5.98862 3.03521 7.89170
34 H -4.90412 3.85388 8.92500
35 H -3.76642 4.73920 6.73287
36 H -4.63580 3.38330 5.91680
37 H -2.56615 2.78431 6.50759
38 H -4.15276 1.18457 6.87526
39 H -4.25132 1.58330 8.57606
40 H -2.62665 -0.23500 8.40762
41 H -1.61955 1.21873 8.57686
42 H 0.15873 0.40688 7.36711
43 H -0.06456 -0.32601 5.77750
44 H -0.59090 -1.12771 7.27367
45 C 1.18628 -2.77673 2.01697
46 O 2.47467 -2.24458 1.88156
47 C 2.57084 -0.91731 1.39775
48 C 3.97621 -0.64814 0.91626
49 N 4.00551 0.58895 0.15416
50 C 5.31183 1.00940 -0.24294
51 C 5.41687 2.37953 -0.89113
52 O 5.12652 2.37613 -2.30438
53 C 3.78818 2.11098 -2.62962
54 H 0.53659 -2.22400 2.70350
55 H 1.28393 -3.82709 2.29340
56 H 0.69264 -2.85542 1.03246
57 H 2.41752 -0.27282 2.27893
58 H 1.82903 -0.70860 0.62158
59 H 4.38301 -1.49008 0.35351
60 H 4.63228 -0.48724 1.79183
61 H 3.40675 1.28073 0.58490
62 H 5.84985 0.28333 -0.85640
63 H 5.97188 1.11240 0.65417
64 H 6.46756 2.65937 -0.85470
65 H 4.75367 3.14277 -0.47211
66 H 3.18915 3.04234 -2.64082
67 H 3.17867 1.40890 -2.06362
68 H 3.79045 1.83383 -3.68877
69 C -1.60945 -3.20255 5.09781
70 O -2.24098 -2.02070 4.66393
71 C -3.65110 -1.93300 4.94030
72 C -4.29511 -1.00538 3.94513
73 N -3.88822 0.37193 4.14514
74 C -4.18893 1.25593 3.05880
75 C -5.68425 1.53413 2.91107
76 O -5.96188 2.32326 1.79434
77 C -5.79842 3.73197 2.02370
78 H -2.11955 -4.11062 4.76031
79 H -1.46378 -3.19553 6.18282
80 H -0.62002 -3.19670 4.63807
81 H -3.67696 -1.40117 5.90293
82 H -4.08780 -2.92949 4.98087
83 H -5.37792 -1.14075 4.02994
84 H -4.00818 -1.26442 2.91014
85 H -2.95951 0.41613 4.53392
86 H -3.79878 0.96605 2.06622
87 H -3.71500 2.21715 3.29206
88 H -6.04388 1.98131 3.84901
89 H -6.23871 0.59579 2.82245
90 H -6.63520 4.09319 2.62653
91 H -5.87973 4.16938 1.03161
92 H -4.82179 3.91523 2.46963
93 C -1.45569 -6.89355 -6.08728
94 O -0.40024 -6.01459 -5.74103
95 C -0.53550 -5.38621 -4.49334
96 C -1.83657 -4.62238 -4.29591
97 N -2.03275 -3.67551 -5.38809
98 C -3.40675 -3.16966 -5.39076
99 C -3.69794 -2.51682 -6.72556
100 O -3.51361 -3.43759 -7.76125
101 C -4.17495 -3.07885 -8.97024
102 H -2.43462 -6.41130 -6.00723
103 H -1.40209 -7.78738 -5.45729
104 H -1.31002 -7.15536 -7.13269
105 H 0.29725 -4.68757 -4.40443
106 H -0.41667 -6.11080 -3.67108
107 H -1.70335 -4.06876 -3.35872
108 H -2.67539 -5.31542 -4.12701
109 H -1.90373 -4.18589 -6.25680
110 H -3.57537 -2.46541 -4.57774
111 H -4.12219 -4.00730 -5.34591
112 H -3.15246 -1.56999 -6.86783
113 H -4.74493 -2.15447 -6.71120
114 H -3.80762 -3.80229 -9.69168
115 H -3.87332 -2.08549 -9.32002
116 H -5.24882 -3.08868 -8.77410
117 C 1.69432 -3.25495 8.10287
118 O 1.47413 -3.10594 6.71960
119 C 2.27926 -2.09224 6.14243
120 C 3.65563 -2.55875 5.74752
121 N 3.65648 -3.41791 4.54712
122 C 5.04911 -3.59484 4.14468
123 C 5.19276 -4.70978 3.10988
124 O 5.00130 -4.12516 1.83003
125 C 4.50047 -5.01631 0.86265
126 H 1.22310 -2.40214 8.62566
127 H 2.74291 -3.20331 8.40619
128 H 1.17453 -4.16128 8.39392
129 H 2.36301 -1.31418 6.92075
130 H 1.78928 -1.55898 5.32057
131 H 4.10321 -3.12146 6.57357
132 H 4.29152 -1.66662 5.61588
133 H 3.23493 -2.75260 3.89324
134 H 5.58494 -4.00865 5.00702
135 H 5.51164 -2.69903 3.72067
136 H 4.42939 -5.46752 3.31558
137 H 6.19527 -5.15273 3.14028
138 H 5.21629 -5.84296 0.76109
139 H 4.50724 -4.51018 -0.10163
140 H 3.48914 -5.33645 1.11871
141 C 5.09651 -0.27838 -6.38137
142 O 4.63542 -0.34676 -7.70329
143 C 3.80618 0.74167 -8.02289
144 C 3.52896 0.74312 -9.51282
145 N 2.87187 1.95862 -9.94611
146 C 2.57187 1.98187 -11.37257
147 C 3.73408 1.84975 -12.35388
148 O 3.18527 1.92511 -13.63690
149 C 4.16314 1.91233 -14.65064
150 H 5.88847 0.47625 -6.26453
151 H 5.62446 -1.20183 -6.14249
152 H 4.29408 -0.07727 -5.66636
153 H 4.32691 1.70332 -7.83752
154 H 2.95558 0.76509 -7.32975
155 H 3.00163 -0.18362 -9.75933
156 H 4.51556 0.62399 -9.98646
157 H 3.50210 2.74875 -9.83786
158 H 2.05677 2.91811 -11.61318
159 H 1.83240 1.22970 -11.66667
160 H 4.22709 0.87384 -12.23450
161 H 4.49862 2.61871 -12.16611
162 H 3.72418 2.32409 -15.56356
163 H 4.47232 0.90084 -14.94093
164 H 5.01778 2.53816 -14.38170
165 C 0.90592 0.31467 -4.51942
166 O 0.72225 -0.37925 -3.32558
167 C -0.66388 -0.55288 -3.03273
168 C -0.71591 -1.23978 -1.68046
169 N -1.85763 -0.68463 -0.88155
170 C -1.48922 0.49571 -0.06737
171 C -1.04261 0.07448 1.32799
172 O -0.56167 1.24277 1.97856
173 C -0.25151 1.05673 3.34190
174 H 0.35620 -0.15857 -5.34467
175 H 1.94748 0.25842 -4.83782
176 H 0.60811 1.36280 -4.39984
177 H -1.12801 -1.17799 -3.80193
178 H -1.10293 0.44884 -2.98193
179 H 0.20715 -1.10697 -1.11004
180 H -0.96618 -2.29874 -1.75575
181 H -2.17063 -1.45272 -0.30006
182 H -2.39260 1.10024 -0.14417
183 H -0.59368 0.97880 -0.46434
184 H -0.25212 -0.65555 1.12495
185 H -1.81816 -0.42623 1.92314
186 H 0.24048 1.97493 3.67426
187 H 0.41535 0.20980 3.52937
188 H -1.16069 0.94788 3.93996

Cartesian forces, eV/Å:
C 0.1 0.2 -0.6
C -0.4 -0.6 0.0
O 0.2 0.1 0.4
O -0.1 0.3 -0.1
H 0.0 -0.1 0.4
H -0.1 0.0 0.0
H 0.1 0.1 -0.2
H 0.2 0.3 0.2
H -0.3 -0.3 -0.3
H 0.1 -0.2 0.1
C -0.3 0.3 0.3
C 0.1 -0.7 1.1
O -0.3 -0.1 -0.5
O 0.3 -0.7 -0.5
H -0.4 0.3 -0.3
H 0.6 -0.3 0.2
H 0.2 0.4 0.2
H 0.1 0.6 -0.6
H 0.0 0.0 0.1
H -0.2 0.1 0.0
C 0.8 -0.3 -0.1
O -0.4 0.4 -0.1
C -0.3 -1.3 0.4
C 1.6 0.0 0.5
N -0.7 -0.2 0.3
C -0.2 0.8 -1.2
C -0.3 -0.5 0.4
O -0.1 0.2 -0.5
C 1.0 -0.3 1.4
H -0.2 0.1 0.0
H -0.1 0.0 0.1
H -0.2 0.1 0.1
H -0.2 0.2 -0.2
H 0.2 0.6 -0.1
H -0.5 0.2 -0.4
H -0.4 0.2 -0.1
H 0.3 0.0 0.2
H 0.0 -0.5 0.2
H 0.4 0.1 0.3
H 0.1 0.0 -0.1
H 0.0 0.1 0.0
H -0.1 0.3 -0.3
H -0.5 0.1 -0.3
H -0.3 -0.1 -0.4
C -0.3 -0.4 -1.0
O 0.4 -0.3 -0.1
C -0.1 -0.1 0.9
C 0.6 0.7 0.3
N -0.9 -1.1 -0.8
C 0.9 1.0 1.4
C -0.5 -0.3 -1.6
O 0.3 -0.7 0.8
C -1.0 1.1 -1.4
H 0.1 0.0 0.1
H 0.2 0.2 0.6
H -0.1 0.5 0.1
H -0.4 0.3 -0.4
H 0.1 0.0 -0.1
H -0.1 0.0 -0.1
H 0.0 -0.6 0.1
H 0.3 0.4 -0.2
H -0.5 -0.2 -0.3
H -0.1 -0.1 0.0
H -0.1 0.3 0.2
H 0.2 -0.1 0.6
H 0.2 0.1 0.3
H 0.7 -0.4 0.3
H 0.0 -0.3 0.1
C 0.4 0.3 -0.1
O -0.4 -0.1 -0.7
C 1.4 0.8 0.5
C 0.2 -0.1 -0.8
N -0.8 -0.4 0.8
C 0.4 1.0 -0.1
C 0.1 -0.5 0.7
O -0.1 0.4 -0.2
C -0.3 -1.1 -0.4
H -0.2 0.0 0.1
H -0.1 -0.2 0.0
H 0.0 -0.1 0.1
H -0.6 -0.5 0.2
H -0.2 0.0 0.0
H 0.0 0.2 0.0
H -0.2 -0.6 0.1
H 0.1 0.2 -0.2
H 0.0 -0.3 0.1
H 0.1 -0.1 -0.1
H 0.0 0.2 -0.1
H 0.0 0.0 -0.3
H 0.2 0.1 0.2
H 0.2 0.2 0.1
H 0.0 0.4 0.0
C 0.3 0.2 0.1
O -0.1 0.1 -0.5
C 0.1 0.0 0.6
C 0.6 0.2 0.1
N -0.5 -0.3 0.5
C 0.3 -0.4 -1.1
C -1.0 1.3 0.4
O 0.3 0.0 -0.2
C 0.7 0.0 0.7
H 0.0 -0.1 0.1
H -0.3 -0.1 -0.1
H 0.1 -0.1 0.0
H 0.0 0.0 -0.2
H -0.1 -0.1 -0.1
H -0.2 0.0 0.0
H -0.1 0.1 -0.2
H 0.1 0.1 -0.1
H 0.0 0.0 0.1
H -0.1 0.1 0.5
H 0.5 -0.4 -0.1
H 0.0 -0.4 0.0
H -0.5 -0.1 -0.2
H 0.0 0.1 0.1
H -0.1 -0.1 -0.5
C -0.7 1.0 0.1
O 0.0 -0.2 -0.8
C 0.1 0.6 1.1
C 0.3 -0.5 0.3
N -0.1 1.8 0.4
C 0.0 -1.7 -0.3
C -0.2 0.7 -0.4
O -0.3 0.2 0.0
C 0.8 0.1 0.0
H 0.0 -0.2 0.0
H 0.1 -0.5 -0.2
H 0.3 -0.2 0.2
H 0.3 0.1 -0.2
H -0.3 -0.6 -0.2
H -0.1 0.0 0.0
H 0.0 0.0 -0.1
H 0.0 -0.8 -0.7
H 0.1 0.6 0.2
H 0.2 0.1 0.3
H 0.1 -0.1 0.0
H 0.0 -0.1 0.1
H -0.4 -0.4 0.0
H -0.2 0.2 0.1
H 0.0 -0.3 -0.1
C 0.9 0.0 0.2
O -0.1 -0.1 -0.2
C 0.5 1.1 0.3
C 0.7 -0.8 0.2
N -0.2 0.1 -0.7
C -0.7 0.1 -0.6
C 0.1 -0.7 0.7
O 0.1 0.4 -0.4
C -0.3 0.1 -0.7
H -0.3 0.3 -0.1
H -0.5 -0.2 0.0
H 0.0 -0.1 0.0
H 0.1 -0.2 0.2
H -0.4 -0.2 -0.5
H -0.5 0.4 -0.2
H 0.0 -0.1 0.1
H 0.0 -0.1 0.6
H 0.2 0.1 0.2
H 0.1 -0.2 0.4
H 0.1 0.1 0.1
H -0.1 0.1 -0.2
H -0.1 0.1 0.2
H 0.2 0.0 0.5
H 0.1 -0.1 0.0
C 0.1 -0.1 -0.7
O 0.0 -0.4 0.1
C 1.3 0.0 0.4
C -1.7 0.4 1.0
N 1.1 -0.5 -0.5
C -0.7 -1.2 -0.2
C -0.3 0.4 -0.4
O 0.1 -0.3 0.0
C -0.1 0.5 0.2
H -0.3 0.2 0.1
H 0.1 0.1 0.4
H 0.0 0.0 -0.2
H -0.2 0.2 -0.1
H -0.4 -0.2 0.0
H 0.3 -0.1 -0.4
H 0.5 -0.1 -0.3
H -0.2 0.3 0.3
H 0.4 0.7 0.7
H -0.3 0.3 -0.5
H 0.2 0.1 0.5
H -0.1 0.1 0.0
H 0.1 -0.1 0.0
H 0.0 -0.1 -0.1
H 0.0 -0.2 0.0